# 1
C3H5FO2 | ωB97M-V with the def2-TZVPD basis set

maximum force	0.1185	Eh/bohr
E_tot	-367.5930	Eh
orbital gap	11.43	eV
E_LUMO	0.96	eV
charge	0

Geometry (Å):
C1 0.39940 -0.46391 -0.81362
H1 -2.00634 1.43712 0.19638
O1 -1.17211 1.43819 -0.21303
C2 1.19564 -0.26907 0.45727
H2 1.61063 -1.18448 0.82154
H3 1.71686 0.58842 0.25920
H4 0.25631 -1.49267 -1.06174
C3 -0.83637 0.21309 0.24223
H5 0.70910 0.14691 -1.65591
F1 -1.97228 -0.52181 0.48512
O2 0.09917 0.10822 1.28257


# 2
C3H5FO2 | ωB97M-V with the def2-TZVPD basis set

maximum force	0.0487	Eh/bohr
E_tot	-367.6556	Eh
orbital gap	11.10	eV
E_LUMO	0.69	eV
charge	0

Geometry (Å):
O1 2.50650 -0.01337 0.00575
H1 0.02946 1.62914 -0.05548
C1 1.33997 0.35343 0.00094
F1 -1.68902 0.91511 -0.22393
H2 -1.81261 -1.14116 0.04646
H3 0.55266 -1.67111 0.04602
H4 -1.07795 -0.13756 1.42732
C2 0.17021 -0.65111 -0.23774
H5 0.19419 -0.62577 -1.35189
O2 0.97382 1.63799 0.04864
C3 -1.18722 -0.29559 0.29391